Entry 1:
82
Properties=species:S:1:pos:R:3 method="wB97M-V/def2-TZVPD" homo_lumo_gap_ha="0.256 / 0.285" lumo_energy_ev="0.00 / -0.72" spin_multiplicity=4
V 0.330 1.783 -0.577
S 3.083 1.577 2.952
C 1.530 1.072 3.553
C 1.159 0.710 4.845
C -0.142 0.289 5.048
C -1.050 0.207 3.985
C -0.684 0.568 2.705
C 0.613 1.031 2.503
N 1.147 1.426 1.282
C 2.424 1.695 1.362
C 3.133 2.121 0.155
C 4.513 2.306 0.103
C 5.085 2.709 -1.089
C 4.267 2.934 -2.196
C 2.895 2.747 -2.120
C 2.278 2.314 -0.942
H 1.866 0.745 5.662
H -0.459 0.004 6.043
H -2.054 -0.155 4.165
H -1.374 0.475 1.875
H 5.137 2.122 0.972
H 6.155 2.851 -1.161
H 4.716 3.260 -3.126
H 2.293 2.939 -3.003
O 0.411 0.012 -1.108
Si 0.529 -1.593 -1.302
C -0.320 -2.083 -2.894
C -0.273 -1.209 -3.985
C -0.873 -1.528 -5.193
C -1.536 -2.740 -5.337
C -1.586 -3.628 -4.273
C -0.985 -3.298 -3.065
C -0.338 -2.393 0.154
C -1.728 -2.536 0.185
C -2.381 -3.004 1.317
C -1.649 -3.339 2.449
C -0.268 -3.206 2.442
C 0.377 -2.740 1.303
C 2.315 -2.134 -1.340
C 3.354 -1.207 -1.269
C 4.682 -1.609 -1.359
C 4.989 -2.950 -1.522
C 3.968 -3.891 -1.595
C 2.646 -3.482 -1.507
H 0.247 -0.261 -3.890
H -0.824 -0.835 -6.024
H -2.011 -2.991 -6.277
H -2.098 -4.576 -4.382
H -1.039 -4.004 -2.243
H -2.315 -2.271 -0.689
H -3.459 -3.111 1.318
H -2.155 -3.705 3.334
H 0.306 -3.466 3.322
H 1.458 -2.644 1.310
H 3.126 -0.156 -1.149
H 5.472 -0.870 -1.306
H 6.022 -3.266 -1.597
H 4.206 -4.939 -1.724
H 1.861 -4.230 -1.570
C -5.193 0.390 1.919
C -4.132 1.282 1.342
C -3.710 1.149 0.028
C -2.719 1.949 -0.532
C -2.453 1.791 -2.012
C -2.064 2.896 0.302
C -0.888 3.633 -0.101
O -0.299 3.481 -1.267
C -2.543 3.095 1.631
C -1.928 4.114 2.552
C -3.558 2.297 2.112
H -5.436 -0.425 1.238
H -6.110 0.947 2.119
H -4.866 -0.046 2.865
H -4.187 0.407 -0.604
H -3.313 1.299 -2.469
H -1.591 1.159 -2.247
H -2.292 2.750 -2.498
H -0.501 4.408 0.554
H -0.967 3.761 2.941
H -2.584 4.289 3.404
H -1.753 5.072 2.065
H -3.909 2.454 3.127


Entry 2:
95
Properties=species:S:1:pos:R:3 method="wB97M-V/def2-TZVPD" homo_lumo_gap_ha="0.268 / 0.271" lumo_energy_ev="-0.11 / -0.12" spin_multiplicity=5 e_above_lowest_kcal_mol=15.54
Fe 1.508 0.851 -3.106
C -0.711 -1.537 -1.946
N -0.445 -0.531 -3.096
C -0.226 -1.290 -4.375
C 0.476 -0.541 -5.468
N 1.184 0.635 -4.996
C 1.478 1.558 -5.946
C 0.671 2.734 -6.116
F -0.533 2.806 -5.568
C 1.093 3.656 -7.071
F 0.195 4.667 -7.376
C 2.211 3.544 -7.864
F 2.521 4.304 -8.949
C 3.155 2.517 -7.588
F 4.365 2.513 -8.221
C 2.649 1.525 -6.837
F 3.133 0.247 -6.970
C -1.575 0.449 -3.099
C -1.196 1.738 -2.394
N 0.208 1.799 -2.018
C 0.472 2.752 -1.067
C 0.523 4.149 -1.465
F 0.043 4.611 -2.693
C 0.848 5.161 -0.573
F 0.727 6.463 -0.960
C 0.922 4.892 0.812
F 1.090 5.922 1.685
C 0.862 3.517 1.261
F 0.800 3.208 2.615
C 0.520 2.546 0.339
F 0.096 1.352 0.896
H 0.305 -1.951 -1.801
H -1.366 -2.320 -2.291
H -1.191 -1.058 -1.104
H -1.153 -1.720 -4.709
H 0.447 -2.180 -4.142
H -0.140 -0.302 -6.362
H 1.147 -1.297 -5.969
H -2.282 -0.160 -2.587
H -2.002 0.609 -4.148
H -1.830 1.695 -1.396
H -1.479 2.524 -3.067
C 3.787 -2.282 -2.210
C 3.430 -1.755 -0.880
S 2.395 -0.217 -0.810
C 3.796 0.891 -0.304
C 3.917 2.208 -1.003
S 3.562 2.348 -2.793
C 4.797 1.520 -3.863
C 5.219 0.109 -3.432
S 3.745 -1.012 -3.455
H 3.196 -3.017 -2.656
H 4.788 -2.646 -2.312
H 4.341 -1.533 -0.362
H 2.921 -2.452 -0.182
H 4.723 0.363 -0.404
H 3.657 0.877 0.808
H 4.947 2.718 -0.899
H 3.280 2.944 -0.502
H 5.711 2.139 -4.014
H 4.347 1.470 -4.847
H 5.615 -0.033 -2.467
H 5.859 -0.417 -4.131
C -1.450 1.407 6.777
C -0.858 1.297 5.500
C -1.213 0.171 4.714
C -2.178 -0.740 5.202
C -2.841 -0.613 6.429
C -2.560 0.517 7.126
As -2.637 -2.187 4.029
C -2.226 -3.604 5.336
C -1.008 -3.829 6.032
C -1.032 -4.750 7.046
C -2.214 -5.416 7.413
C -3.363 -5.205 6.704
C -3.370 -4.244 5.673
C -4.694 -3.712 5.145
C -5.927 -4.266 5.394
C -7.058 -3.550 5.191
C -6.973 -2.331 4.531
C -5.732 -1.719 4.241
C -4.582 -2.456 4.428
H -1.253 2.234 7.359
H -0.277 2.162 5.217
H -0.995 0.187 3.655
H -3.682 -1.257 6.726
H -3.157 0.772 7.952
H -0.147 -3.130 5.868
H -0.056 -4.850 7.663
H -2.182 -5.993 8.346
H -4.339 -5.476 7.035
H -6.057 -5.260 5.885
H -8.012 -3.944 5.473
H -7.856 -1.826 4.377
H -5.625 -0.672 3.978